[1]
18
Properties=species:S:1:pos:R:3:lowdin_spin:R:1 method="wB97M-V/def2-TZVPD" s_squared=0.7587 multiplicity=2 charge=+1 homo_ev="-14.23 / -14.23" e_above_lowest_ev=1.752
C -0.045 -1.235 -1.897 0.02
C -0.379 -0.616 -0.568 0.05
C -0.958 0.849 -0.849 0.14
C -1.314 1.507 0.464 0.09
O -1.028 2.657 0.522 0.53
N -1.246 -1.373 0.269 0.11
H -0.927 -1.639 -2.424 0.00
H 0.269 -0.554 -2.693 0.00
H 0.622 -2.097 -1.878 0.01
H 0.605 -0.440 -0.101 0.00
H -0.225 1.420 -1.413 0.00
H -1.886 0.795 -1.432 0.00
H -1.779 0.944 1.286 0.04
H -1.084 -1.241 1.259 0.00
H -0.935 -2.347 0.201 0.01
H 4.684 -0.653 1.879 0.00
H 3.860 -1.930 1.976 0.00
O 3.779 -0.976 1.801 0.00

***

[2]
19
Properties=species:S:1:pos:R:3:lowdin_spin:R:1 method="wB97M-V/def2-TZVPD" s_squared=0.7648 multiplicity=2 charge=-1 homo_ev="-3.26 / -3.25" e_above_lowest_ev=0.770
O 1.611 1.956 -0.547 0.28
C 2.468 1.196 -1.009 0.11
N -2.950 -0.071 1.362 0.00
C -1.671 -0.790 1.366 0.00
O -0.984 -0.769 0.199 0.01
C 2.520 -0.190 -0.865 0.46
C 1.416 -1.011 -0.262 0.07
H -2.913 0.783 0.811 0.00
H -1.989 -1.837 1.670 0.00
H -1.040 -0.462 2.219 0.00
H -0.306 2.034 -0.809 0.00
H -3.637 -0.626 0.855 0.00
H 3.248 -0.675 -1.507 0.03
H 1.710 -2.049 -0.122 0.00
H 0.603 -1.046 -0.996 0.03
H 1.034 -0.559 0.644 0.01
H -1.124 0.758 -0.470 0.00
H 3.200 1.646 -1.695 0.00
O -1.195 1.712 -0.847 0.00

***

[3]
19
Properties=species:S:1:pos:R:3:nbo_charge:R:1 method="wB97M-V/def2-TZVPD" homo_ev=-8.17 e_above_lowest_ev=2.836
C -1.022 -1.083 0.760 -0.30
C -1.587 -0.358 1.937 -0.30
C -0.598 0.435 2.481 -0.07
N 0.586 0.209 1.825 -0.54
C 0.281 -0.641 0.708 -0.08
H -1.664 -1.482 0.028 0.22
H -2.491 -0.472 2.308 0.20
H -0.705 1.288 3.126 0.20
H 1.269 0.918 1.657 0.40
H 1.115 -0.935 0.159 0.24
O 1.023 -0.949 -1.784 -0.97
H 0.137 -0.536 -1.761 0.50
H 0.955 -1.667 -2.452 0.48
O 3.045 0.814 -1.557 -0.95
H 2.851 1.706 -1.438 0.45
H 2.265 0.492 -2.043 0.49
O -1.596 0.471 -1.524 -0.94
H -1.257 1.206 -1.147 0.47
H -2.609 0.586 -1.283 0.49

***

[4]
19
Properties=species:S:1:pos:R:3:nbo_charge:R:1 method="wB97M-V/def2-TZVPD" homo_ev=-9.72 e_above_lowest_ev=2.587
C 0.475 3.275 -0.306 -0.72
C -0.120 1.895 -0.515 0.68
N 0.786 0.910 -0.687 -0.83
O -1.320 1.697 -0.547 -0.65
H 1.319 3.243 0.376 0.22
H 0.802 3.673 -1.263 0.23
H -0.282 3.935 0.104 0.24
H 0.468 -0.020 -0.940 0.43
H 1.764 1.116 -0.782 0.39
C -1.707 -1.427 -1.130 0.23
O -0.592 -1.511 -1.626 -0.51
H -2.462 -2.165 -1.444 0.12
H -2.111 -0.448 -0.840 0.17
C 0.807 -2.540 1.768 -0.23
O -0.184 -2.199 0.839 -0.75
H 0.385 -3.060 2.641 0.16
H 1.459 -3.247 1.247 0.19
H 1.408 -1.684 2.098 0.16
H -0.897 -1.442 1.006 0.48

***

[5]
19
Properties=species:S:1:pos:R:3:nbo_charge:R:1 method="wB97M-V/def2-TZVPD" homo_ev=-8.94 e_above_lowest_ev=2.946
C -0.980 -0.308 -0.120 0.24
C -1.582 0.715 -1.026 -0.67
C -1.583 -0.516 1.233 -0.67
N 1.414 -1.193 -0.049 -0.93
H -0.844 -1.247 -0.649 0.22
H 1.043 -1.828 0.644 0.38
H 2.182 -1.634 -0.547 0.38
H -0.896 0.912 -1.850 0.25
H -0.933 -1.141 1.842 0.22
H -1.766 1.645 -0.496 0.22
H -2.516 0.306 -1.429 0.22
H -1.730 0.435 1.736 0.23
H -2.542 -1.033 1.098 0.22
C 1.534 0.262 -0.053 0.85
O 1.715 0.571 -1.433 -0.74
O 2.716 0.640 0.637 -0.73
O 0.460 0.814 0.501 -0.65
H 1.890 1.519 -1.481 0.47
H 2.418 1.081 1.441 0.48

***

[6]
19
Properties=species:S:1:pos:R:3:nbo_charge:R:1 method="wB97M-V/def2-TZVPD" homo_ev=-9.47 e_above_lowest_ev=3.144
C 1.056 0.169 2.325 -0.63
C 1.160 -0.370 0.912 -0.41
C -0.227 -0.038 0.040 0.62
O -0.446 1.346 -0.008 -0.76
O -1.239 -0.699 0.695 -0.71
N 0.047 -0.544 -1.256 -0.16
C -1.269 -0.408 -2.172 -0.47
O 1.074 0.181 -1.868 -0.56
H 1.025 1.259 2.339 0.19
H 0.162 -0.218 2.812 0.21
H 1.920 -0.149 2.908 0.22
H 1.996 0.066 0.368 0.22
H 1.250 -1.453 0.896 0.21
H -0.724 1.655 0.861 0.49
H -2.032 -0.739 0.146 0.48
H -1.549 0.643 -2.299 0.20
H -0.972 -0.835 -3.127 0.22
H -2.106 -0.996 -1.802 0.19
H 0.874 1.131 -1.770 0.46

***

[7]
19
Properties=species:S:1:pos:R:3:nbo_charge:R:1 method="wB97M-V/def2-TZVPD" homo_ev=-9.15 e_above_lowest_ev=13.213
C -1.257 0.220 -0.108 -0.06
C -0.425 0.103 -1.253 0.10
C 0.866 2.141 -0.323 -0.68
C -0.193 1.558 -1.300 0.49
O -0.901 2.369 -1.879 -0.48
O -0.424 0.559 2.344 -0.93
N 0.662 -0.755 -1.217 -0.62
H -2.196 0.769 -0.062 0.24
H 0.359 -2.171 2.130 0.00
H -0.883 -0.078 0.855 0.29
H -0.230 -2.583 1.947 0.01
H 1.458 1.362 0.150 0.23
H 0.392 2.569 0.552 0.27
H 1.422 2.876 -0.897 0.25
H 0.779 -1.139 -0.277 0.42
H 0.457 -1.639 -1.811 0.46
H 0.537 -3.861 -1.279 0.44
H -0.642 0.765 3.262 0.44
O 0.216 -3.066 -0.830 -0.86

***

[8]
19
Properties=species:S:1:pos:R:3:nbo_charge:R:1 method="wB97M-V/def2-TZVPD" homo_ev=-10.16 e_above_lowest_ev=2.620
C 1.804 -1.307 0.925 -0.61
C 0.253 -1.492 0.713 -0.42
C -0.544 -1.002 -0.446 -0.24
N -0.980 0.335 -0.064 -0.67
C -1.658 1.101 -1.046 0.87
O -2.068 2.227 -0.815 -0.56
O -1.782 0.498 -2.325 -0.73
H 2.009 -0.248 0.778 0.22
H 1.953 -1.645 1.968 0.21
H 2.571 -1.925 0.510 0.22
H -0.047 -2.527 0.795 0.21
H -0.066 -1.124 1.618 0.19
H -1.481 -1.447 -0.791 0.20
H -0.014 -1.077 -1.351 0.20
H -1.390 0.136 0.941 0.41
H -0.965 0.568 -2.795 0.49
O 1.071 3.294 0.627 -0.94
H 0.817 3.019 -0.340 0.47
H 0.518 2.617 1.101 0.47